Molecular formula: C16H13FN2O2S
Method: DFT, wB97M-V/def2-TZVPD

Each line ends with the Löwdin charge.
Element x y z (Å)
1 O -1.57 3.19 -0.24  0.03
2 C -1.62 2.03 -0.69  -0.36
3 C -2.59 1.12 -0.01  -0.16
4 C -2.30 0.64 1.36  -0.07
5 N -1.08 -0.28 1.15  -0.02
6 C -1.04 -1.59 1.04  -0.83
7 S -2.26 -2.33 0.39  0.79
8 O 0.30 -2.08 1.23  0.09
9 C 1.05 -1.05 1.50  -0.33
10 C 2.37 -1.02 1.89  0.03
11 C 3.07 0.28 1.87  0.01
12 C 2.07 1.39 2.17  -0.07
13 C 0.64 1.56 2.02  0.11
14 C 0.28 0.08 1.52  -0.06
15 N -0.50 1.47 -1.45  0.11
16 C -0.15 0.31 -1.76  -0.32
17 C -1.04 -0.40 -2.43  0.01
18 C -0.57 -1.82 -2.57  -0.08
19 C 0.70 -2.23 -2.19  -0.15
20 C 1.72 -1.34 -1.93  -0.06
21 C 1.30 -0.08 -1.57  -0.26
22 F 2.04 0.79 -1.00  0.13
23 H -2.85 0.36 -0.75  0.09
24 H -3.54 1.75 -0.08  0.16
25 H -3.11 -0.05 1.60  0.10
26 H -2.18 1.58 1.97  0.15
27 H 2.99 -1.72 1.54  0.07
28 H 4.03 0.28 2.24  0.05
29 H 2.51 2.34 2.56  0.09
30 H 0.16 2.32 2.20  -0.01
31 H 0.35 2.34 -1.50  0.27
32 H -1.94 -0.39 -2.59  0.02
33 H -1.33 -2.38 -3.18  0.12
34 H 1.24 -3.27 -2.69  0.17
35 H 2.84 -1.80 -1.65  0.18

Its largest force on an atom is 18.6 eV/Å. For the total energy, the calculation gives -37421.7493 eV. Its SMILES is O=C(CCn1c(=S)oc2ccccc21)Nc1ccccc1F.